(1)
C18H25AsCsF9N6O2 | the ωB97M-V functional and the def2-TZVPD basis

- LUMO level: 0.3 eV
- Energy above the lowest of the compared OMol25 structures with the same formula, charge and spin: 0.00 kJ/mol
- Energy: -117952.1472 eV
- Charge: 0
- Maximum force: 2.98 eV/Å

Geometry (Å):
Cs -0.6303 -0.3978 -0.4381
C 5.2060 1.9368 -0.9806
N 4.0462 2.5335 -1.6177
C 4.3610 3.1497 -2.9072
C 2.8556 1.8237 -1.4902
N 2.6979 0.6608 -0.9954
N 1.7123 2.4809 -1.9858
C 1.2191 3.7373 -1.6056
N 2.1408 4.6233 -1.0995
N -0.0271 3.9527 -1.7952
H 6.0091 2.6709 -0.9425
H 5.5710 1.0625 -1.5352
H 4.9722 1.6390 0.0393
H 4.8418 2.4266 -3.5745
H 5.0471 3.9813 -2.7476
H 3.4653 3.5307 -3.3842
H 3.5875 0.2085 -0.8186
H 0.9511 1.8304 -2.1037
H 3.0011 4.2349 -0.7431
H 1.7438 5.3781 -0.5667
H -0.2476 4.9065 -1.5194
C -4.5472 0.5214 1.0767
As -3.6084 1.3482 -0.3603
C -2.4799 2.6733 0.4118
C -4.8912 2.3021 -1.3979
O -2.8155 0.2301 -1.3110
H -5.0446 1.2754 1.6857
H -3.8286 -0.0220 1.6862
H -5.2732 -0.1627 0.6437
H -3.1049 3.3724 0.9693
H -1.9578 3.1807 -0.3989
H -1.7660 2.1936 1.0852
H -5.4297 3.0187 -0.7787
H -5.5799 1.5820 -1.8331
H -4.3549 2.8184 -2.1906
N 0.1264 -2.8955 -1.5769
C 0.0396 -4.0380 -1.4823
C -0.0665 -5.4818 -1.3540
C 0.2545 -6.0835 -0.1424
C 0.1576 -7.4600 -0.0210
C -0.2567 -8.2237 -1.1044
C -0.5749 -7.6171 -2.3127
C -0.4812 -6.2411 -2.4423
H 0.5743 -5.4735 0.6918
H 0.4057 -7.9349 0.9187
H -0.3343 -9.2986 -1.0058
H -0.8956 -8.2155 -3.1550
H -0.7257 -5.7528 -3.3760
F -0.3084 -2.0703 3.0722
C 0.3559 -0.9504 3.4082
F 0.7434 -1.0848 4.6834
F 1.4594 -0.9211 2.6498
C -0.5259 0.3049 3.1280
O -0.8042 0.3418 1.8138
C 0.2473 1.5982 3.5543
F 1.4186 1.6770 2.9091
F 0.5081 1.6806 4.8679
F -0.4553 2.6917 3.2202
C -1.8490 0.2071 3.9629
F -2.5755 -0.8525 3.5774
F -1.6633 0.0999 5.2856
F -2.6161 1.2916 3.7528



(2)
C6H10 | the ωB97M-V functional and the def2-TZVPD basis

- SMILES: C=CC/C=C/C
- LUMO level: 1.1 eV
- Energy above the lowest of the compared OMol25 structures with the same formula, charge and spin: 312.04 kJ/mol
- Energy: -6380.6254 eV
- Charge: 0
- Maximum force: 4.20 eV/Å

Geometry (Å):
C -2.0576 0.6307 -1.8277
C -0.8857 0.0454 -1.4172
C -0.8376 -0.7557 -0.1868
C 0.4172 -0.8322 0.6350
C 0.9150 0.4012 0.9307
C 2.2111 0.4468 1.6589
H -2.8035 1.0028 -1.1378
H -2.2206 0.9380 -2.9000
H 0.0882 0.1421 -1.8832
H -1.3664 -1.7656 -0.3513
H -1.4366 -0.3831 0.5963
H 0.8809 -1.8208 0.9568
H 0.8657 1.2347 0.3203
H 2.7743 -0.4667 1.3040
H 1.7640 0.2566 2.6371
H 2.8800 1.2447 1.7012



Which formula does entry 1 have?
C18H25AsCsF9N6O2



Which formula does entry 2 have?
C6H10



Which of these has the highest LUMO level?
C6H10



Please write out number 2 again, unchanged.
C6H10 | the ωB97M-V functional and the def2-TZVPD basis

- SMILES: C=CC/C=C/C
- LUMO level: 1.1 eV
- Energy above the lowest of the compared OMol25 structures with the same formula, charge and spin: 312.04 kJ/mol
- Energy: -6380.6254 eV
- Charge: 0
- Maximum force: 4.20 eV/Å

Geometry (Å):
C -2.0576 0.6307 -1.8277
C -0.8857 0.0454 -1.4172
C -0.8376 -0.7557 -0.1868
C 0.4172 -0.8322 0.6350
C 0.9150 0.4012 0.9307
C 2.2111 0.4468 1.6589
H -2.8035 1.0028 -1.1378
H -2.2206 0.9380 -2.9000
H 0.0882 0.1421 -1.8832
H -1.3664 -1.7656 -0.3513
H -1.4366 -0.3831 0.5963
H 0.8809 -1.8208 0.9568
H 0.8657 1.2347 0.3203
H 2.7743 -0.4667 1.3040
H 1.7640 0.2566 2.6371
H 2.8800 1.2447 1.7012